Record 1
{"formula": "C17H26MnN3O2S", "method": "ωB97M-V/def2-TZVPD", "homo_energy_ha": [-0.5546, -0.5549], "charge": 2, "energy_ev": -68758.4702, "fmax_ev_per_a": 0.5, "lumo_ha": [-0.255, -0.234], "gap_ha": [0.3000, 0.3209], "s_squared": 6.219, "multiplicity": 5, "e_above_lowest_kj_mol": 0.0, "symbols": ["Mn", "N", "C", "O", "C", "C", "H", "H", "H", "H", "H", "H", "C", "C", "C", "C", "C", "C", "C", "S", "C", "O", "H", "H", "H", "H", "H", "H", "H", "H", "H", "H", "N", "C", "N", "C", "C", "C", "C", "C", "H", "H", "H", "H", "H", "H", "H", "H", "H", "H"], "coordinates": [[-0.260, 0.088, -0.486], [-0.481, -3.210, 1.799], [-0.704, -2.297, 0.884], [0.199, -1.445, 0.613], [-1.995, -2.217, 0.134], [-2.001, -0.967, -0.747], [0.403, -3.231, 2.290], [-1.177, -3.903, 2.028], [-2.825, -2.227, 0.843], [-2.093, -3.127, -0.466], [-2.842, -0.304, -0.551], [-1.976, -1.198, -1.816], [0.941, -4.263, -4.378], [1.407, -3.187, -3.443], [2.305, -3.480, -2.417], [2.769, -2.495, -1.558], [2.342, -1.189, -1.745], [1.449, -0.861, -2.767], [0.981, -1.866, -3.600], [2.863, 0.048, -0.594], [3.811, 1.137, -1.633], [1.568, 0.853, -0.327], [0.771, -5.199, -3.848], [1.702, -4.451, -5.137], [0.024, -3.980, -4.890], [2.644, -4.500, -2.284], [3.449, -2.742, -0.754], [1.162, 0.174, -2.948], [0.301, -1.619, -4.405], [3.198, 1.468, -2.468], [4.678, 0.576, -1.980], [4.131, 1.976, -1.018], [-1.110, 1.713, -1.138], [-1.660, 2.697, -1.443], [-2.263, 3.764, -1.804], [-3.657, 3.730, -2.325], [-4.585, 4.413, -1.336], [-4.092, 5.818, -1.002], [-2.661, 5.787, -0.472], [-1.729, 5.113, -1.463], [-3.923, 2.692, -2.518], [-3.630, 4.261, -3.279], [-4.648, 3.811, -0.425], [-5.585, 4.445, -1.769], [-4.751, 6.279, -0.269], [-4.135, 6.442, -1.899], [-2.624, 5.252, 0.481], [-2.292, 6.797, -0.287], [-0.715, 4.991, -1.086], [-1.683, 5.662, -2.405]]}

=====

Record 2
{"formula": "C17H26N2O3", "method": "ωB97M-V/def2-TZVPD", "homo_energy_ha": -0.2925, "charge": 0, "energy_ev": -27173.8593, "fmax_ev_per_a": 1.0, "lumo_ha": 0.018, "smiles": "CCCCCCCCC(=O)N/N=C(\\C)c1ccc(O)cc1O", "gap_ha": 0.3102, "multiplicity": 1, "e_above_lowest_kj_mol": 187.8, "symbols": ["C", "C", "C", "C", "C", "C", "C", "C", "C", "O", "N", "N", "C", "C", "C", "C", "C", "C", "C", "O", "H", "H", "O", "H", "H", "H", "C", "H", "H", "H", "H", "H", "H", "H", "H", "H", "H", "H", "H", "H", "H", "H", "H", "H", "H", "H", "H", "H"], "coordinates": [[-7.600, -1.787, 0.644], [-6.598, -1.440, -0.451], [-5.217, -2.055, -0.221], [-4.508, -1.595, 1.054], [-4.273, -0.087, 1.154], [-3.402, 0.460, 0.026], [-3.025, 1.922, 0.260], [-2.194, 2.485, -0.899], [-0.935, 1.671, -1.126], [-0.737, 0.963, -2.084], [-0.022, 1.807, -0.112], [1.115, 1.088, -0.165], [2.062, 1.129, 0.695], [3.202, 0.250, 0.454], [4.249, 0.174, 1.379], [5.343, -0.638, 1.190], [5.431, -1.421, 0.040], [4.410, -1.372, -0.892], [3.294, -0.557, -0.708], [2.373, -0.598, -1.671], [1.619, -0.007, -1.450], [4.467, -1.975, -1.782], [6.489, -2.236, -0.198], [7.120, -2.174, 0.529], [6.131, -0.671, 1.930], [4.210, 0.763, 2.282], [2.075, 2.013, 1.918], [1.229, 2.696, 1.935], [2.985, 2.609, 1.935], [2.038, 1.404, 2.820], [-0.219, 2.435, 0.663], [-2.777, 2.448, -1.819], [-1.926, 3.525, -0.697], [-3.934, 2.520, 0.364], [-2.470, 2.006, 1.198], [-2.493, -0.140, -0.053], [-3.931, 0.381, -0.924], [-5.229, 0.439, 1.165], [-3.782, 0.116, 2.110], [-3.541, -2.102, 1.103], [-5.086, -1.916, 1.923], [-5.325, -3.142, -0.173], [-4.585, -1.831, -1.082], [-6.513, -0.355, -0.536], [-6.978, -1.810, -1.407], [-8.589, -1.414, 0.383], [-7.312, -1.344, 1.594], [-7.665, -2.865, 0.772]]}

=====

Record 3
{"formula": "C17H26N2O3S", "method": "ωB97M-V/def2-TZVPD", "homo_energy_ha": -0.3211, "charge": 0, "energy_ev": -38009.4343, "fmax_ev_per_a": 1.0, "lumo_ha": 0.028, "smiles": "C[C@H](C(=O)NC1CCCCCC1)N(c1ccccc1)S(C)(=O)=O", "gap_ha": 0.3492, "multiplicity": 1, "e_above_lowest_kj_mol": 104.3, "symbols": ["C", "H", "H", "H", "C", "N", "C", "C", "C", "C", "C", "C", "H", "H", "H", "H", "H", "S", "O", "O", "C", "H", "H", "H", "C", "O", "N", "H", "C", "C", "H", "C", "C", "C", "C", "C", "H", "H", "H", "H", "H", "H", "H", "H", "H", "H", "H", "H", "H"], "coordinates": [[-2.153, 0.642, -2.480], [-2.518, -0.365, -2.291], [-3.014, 1.292, -2.616], [-1.555, 0.669, -3.388], [-1.349, 1.142, -1.283], [-2.237, 1.251, -0.137], [-2.308, 2.423, 0.635], [-1.220, 3.276, 0.799], [-1.350, 4.424, 1.560], [-2.551, 4.726, 2.178], [-3.628, 3.865, 2.035], [-3.514, 2.723, 1.265], [-4.343, 2.044, 1.149], [-4.567, 4.089, 2.518], [-2.646, 5.622, 2.772], [-0.501, 5.081, 1.678], [-0.268, 3.028, 0.357], [-2.573, -0.177, 0.672], [-3.966, -0.212, 1.002], [-2.075, -1.247, -0.146], [-1.632, -0.099, 2.214], [-1.692, -1.078, 2.670], [-0.611, 0.156, 1.959], [-2.086, 0.654, 2.844], [-0.123, 0.304, -0.880], [0.460, 0.582, 0.156], [0.277, -0.638, -1.744], [-0.394, -0.929, -2.434], [1.354, -1.587, -1.458], [0.979, -2.457, -0.256], [0.031, -2.950, -0.482], [2.034, -3.495, 0.118], [3.257, -2.871, 0.792], [4.365, -2.427, -0.166], [3.888, -1.757, -1.458], [2.679, -0.836, -1.295], [2.712, -0.066, -2.070], [2.701, -0.331, -0.331], [3.647, -2.521, -2.199], [4.724, -1.180, -1.861], [5.017, -1.738, 0.375], [4.971, -3.293, -0.441], [2.923, -2.018, 1.385], [3.693, -3.591, 1.489], [1.571, -4.197, 0.815], [2.337, -4.064, -0.763], [0.803, -1.801, 0.597], [1.430, -2.221, -2.350], [-0.977, 2.150, -1.506]]}

=====

What is the charge in the second record?
0